Molecular formula: C4H7NO
Method: DFT, the ωB97M-V functional and the def2-TZVPD basis

XYZ file:
```
13
Properties=species:S:1:pos:R:3:forces:R:3
C 1.46809 -0.58162 0.81786 -0.132 -0.108 -0.166
C 0.95649 -0.58644 -0.41436 -0.694 -0.271 0.213
O 1.67988 -0.32320 -1.53724 -0.397 -0.273 -0.084
N -0.39568 -0.99781 -0.72131 2.881 0.032 -0.173
C -1.37113 -0.30366 -0.37574 -2.281 -0.319 -0.866
C -1.47207 1.02914 0.27683 0.328 0.004 0.107
H 0.84853 -0.77546 1.67386 -0.151 -0.129 0.074
H 2.52853 -0.48630 0.98698 0.140 0.210 -0.032
H 2.61617 -0.26480 -1.30954 -0.162 0.040 0.084
H -2.32876 -0.78034 -0.73278 0.538 0.679 0.707
H -0.49337 1.49923 0.34427 -0.015 0.082 0.076
H -1.88116 0.91009 1.27999 -0.034 0.063 0.067
H -2.15551 1.66118 -0.28883 -0.022 -0.010 -0.007
```
Forces are in eV/Å.

Calculated values
Max |F|   2.89 eV/Å
HOMO energy   -0.3176 Eh
Frontier orbital gap   9.55 eV
SMILES   C=C(O)/N=C\C

Results of the natural (NBO) charge analysis, in e, for atoms 1 through 4:
1 C -0.60
2 C 0.45
3 O -0.67
4 N -0.43



Molecular formula: C5H11N6OS
Method: DFT, the ωB97M-V functional and the def2-TZVPD basis

XYZ file:
```
24
Properties=species:S:1:pos:R:3:forces:R:3
C 3.18776 -1.31225 0.29409 -0.436 -1.373 -1.164
N 2.41884 -0.36950 0.64552 1.857 0.727 0.914
N 1.08866 -0.35443 0.50131 -2.715 0.889 0.148
C 0.33773 0.69521 1.01010 2.751 -1.036 0.868
N 0.84036 1.56758 1.89383 0.745 -0.974 0.982
C -0.96423 0.64729 0.30082 -0.951 2.270 -0.293
N -2.07182 1.26402 0.96352 2.538 1.215 -0.498
C -0.69505 1.46309 -1.12304 1.758 -1.581 1.965
S 0.43136 0.34336 -2.00626 -0.095 0.089 -0.174
C 0.25141 -0.91343 -0.60491 -0.550 -0.498 -0.990
O 0.52786 -2.20438 -0.94653 0.218 1.186 5.286
N -1.08802 -0.70900 -0.05770 1.079 -1.146 0.849
N -2.26741 -1.03638 -0.73396 0.337 -2.503 -1.048
H 4.27054 -1.28953 0.38059 -0.157 0.908 0.594
H 2.90438 -2.24966 -0.20628 -0.569 0.427 0.220
H 0.27626 2.14274 2.56000 0.104 -0.720 -1.475
H 1.81137 1.36016 2.30339 -1.836 0.233 -1.295
H -2.51998 1.70415 0.21163 -1.394 1.155 -0.605
H -2.69562 0.61657 1.31151 -1.453 -1.867 1.125
H -1.60911 1.45780 -1.60126 -2.030 0.107 -1.035
H -0.37454 2.47093 -0.94294 0.538 0.358 -0.052
H 0.54336 -2.38053 -1.82099 -0.001 -0.517 -4.708
H -2.46591 -2.13863 -0.57876 0.733 3.558 -0.804
H -2.13821 -0.77515 -1.75368 -0.472 -0.906 1.189
```
Forces are in eV/Å.

Calculated values
Max |F|   5.42 eV/Å
Total charge   +1
HOMO energy   -0.4786 Eh
Frontier orbital gap   9.11 eV
SMILES   C=NN1C(=[NH2+])[C@@]2(N)CS[C@]1(O)N2N

Results of the natural (NBO) charge analysis, in e, for atoms 1 through 4:
1 C -0.01
2 N -0.28
3 N -0.23
4 C 0.58



Molecular formula: C32H74BF4N4O
Method: DFT, the ωB97M-V functional and the def2-TZVPD basis

XYZ file:
```
116
Properties=species:S:1:pos:R:3:forces:R:3
C 1.22634 6.16025 -0.87379 -0.396 0.469 0.214
C 0.11795 5.55373 0.04577 0.448 -0.453 -0.132
N -1.10077 6.35556 0.48642 -0.455 0.818 2.439
C -2.23952 6.30780 -0.53137 0.824 0.350 -0.306
C -1.61901 5.84138 1.87719 -1.897 -0.484 -0.873
C -2.25983 4.44452 1.79833 1.609 -0.390 0.276
C -0.77305 7.85038 0.74085 -0.556 0.648 -1.150
C 0.34753 8.24123 1.68367 2.009 -0.684 0.271
O 0.85219 9.54074 1.39950 -0.789 -1.315 -0.986
C 1.60519 10.09471 2.44885 -0.138 1.184 0.638
H 1.58495 7.16598 -0.65471 -0.722 0.307 0.200
H 0.93962 6.12200 -1.92471 -0.013 0.000 0.094
H 2.18215 5.64761 -0.76564 -0.408 -0.803 0.089
H 0.52762 5.18137 0.98472 0.244 0.088 -0.166
H -0.32673 4.70258 -0.46988 0.223 -0.144 0.069
H -2.51713 5.36277 -0.99822 0.739 -0.548 0.725
H -1.79557 6.86567 -1.35586 -0.769 0.509 -0.034
H -3.16175 6.67633 -0.08215 0.366 0.611 -0.150
H -2.44987 6.47389 2.18974 0.169 0.681 -0.572
H -0.92870 5.92974 2.71611 0.707 -0.082 -0.700
H -2.90392 4.30564 2.66663 -0.104 0.055 -0.183
H -1.44142 3.73104 1.89459 -0.146 -0.376 -0.014
H -2.76880 4.17143 0.87395 -0.180 0.436 0.161
H -1.64858 8.40267 1.08220 -0.483 -0.621 -0.077
H -0.61241 8.22708 -0.26929 0.534 0.239 0.159
H 1.19994 7.57029 1.57719 0.166 -0.494 -0.319
H 0.14047 8.11452 2.74630 -0.812 0.355 0.112
H 2.46112 10.66979 2.09562 -0.202 -0.055 -0.535
H 2.03583 9.41050 3.17994 -0.386 -0.456 -0.058
H 0.90587 10.79273 2.90912 0.393 0.090 0.675
C 3.16452 0.34348 -7.59645 -0.251 -0.410 0.580
C 4.18046 -0.31631 -6.59820 -0.884 -0.589 -0.568
C 4.46851 0.46986 -5.36062 0.636 0.279 0.479
N 5.27622 -0.37805 -4.31733 0.351 0.833 0.406
C 4.52839 -1.65358 -3.90117 0.195 0.427 -0.128
C 5.56353 0.54383 -3.07678 2.052 0.836 -1.407
C 6.84752 1.43927 -3.53864 -1.569 -0.476 0.497
C 7.55340 0.65589 -4.63871 -0.761 -2.044 0.309
C 6.76644 -0.73138 -4.70536 -0.276 1.211 0.523
H 2.83557 -0.31306 -8.40197 1.003 -0.198 -0.301
H 3.53973 1.28866 -7.98881 0.069 -0.166 -0.107
H 2.16031 0.52207 -7.21206 0.230 0.360 0.956
H 5.09775 -0.57272 -7.12822 0.129 0.250 -0.066
H 3.83551 -1.26567 -6.18853 -0.571 -0.204 -0.680
H 3.57612 0.81578 -4.83900 -0.174 -0.443 0.091
H 4.99960 1.39149 -5.59858 0.541 -0.153 0.276
H 4.71456 -2.46600 -4.60360 0.223 0.248 -0.037
H 3.44880 -1.51056 -3.85508 0.106 0.446 -0.021
H 4.87260 -1.95265 -2.91113 0.131 0.108 -0.142
H 5.80807 -0.14568 -2.26876 -0.158 0.325 0.043
H 4.82786 1.31207 -2.83867 -0.738 -0.952 -0.083
H 7.47609 1.72276 -2.69447 0.056 -0.603 0.117
H 6.47909 2.41520 -3.85475 -0.148 -0.164 -0.411
H 8.55601 0.39144 -4.30266 0.134 0.232 -0.496
H 7.54281 1.13060 -5.61986 0.196 0.039 0.206
H 7.06891 -1.41713 -3.91393 0.075 0.323 0.340
H 6.92115 -1.34390 -5.59360 -0.707 0.509 -0.408
C 1.64489 -1.63827 2.87381 1.435 0.591 0.587
C 0.91840 -2.01807 4.18554 -1.473 0.312 -1.930
C 1.08552 -1.27240 5.48159 1.105 -1.271 0.750
N 0.32960 -2.03221 6.67302 1.192 1.023 -1.069
C -1.17292 -1.94805 6.39598 -0.073 0.169 1.368
C 0.89135 -3.44738 6.81556 0.023 -0.775 -0.309
C 0.86184 -3.84678 8.25993 -1.451 -0.776 1.064
C 0.89335 -2.58648 9.09721 1.328 1.331 -1.157
C 0.71465 -1.37286 8.05147 -1.929 -1.404 1.288
H 1.27092 -2.19260 2.01302 -0.136 -0.286 0.370
H 2.70885 -1.84629 2.98698 0.136 -0.062 -0.261
H 1.57770 -0.59488 2.56573 -0.216 0.156 0.371
H 1.05380 -3.09757 4.25217 -0.284 0.085 0.447
H -0.08095 -1.75378 3.83976 -0.643 -0.818 0.428
H 0.78909 -0.22792 5.38514 -0.330 -0.164 0.460
H 2.12627 -1.32922 5.80052 0.038 0.280 0.150
H -1.69502 -2.59077 7.10479 0.156 0.163 0.276
H -1.60483 -2.21071 5.43028 1.191 -0.230 -0.309
H -1.43564 -0.90624 6.57959 -0.071 -0.117 0.096
H 0.29795 -4.16926 6.25443 0.092 0.392 -0.407
H 1.93380 -3.50789 6.50293 -0.141 0.597 -0.519
H -0.04869 -4.40347 8.48156 -0.494 0.309 -0.156
H 1.56376 -4.62171 8.56797 0.696 0.447 -0.438
H 0.22012 -2.64186 9.95267 -0.067 0.467 -0.306
H 1.91095 -2.40042 9.44068 -0.118 -0.309 0.522
H -0.13880 -0.77548 8.37219 0.079 0.159 -0.313
H 1.60026 -0.73795 8.07750 -0.026 -0.296 -0.922
C -5.03073 -8.86435 -2.83346 -1.799 -0.967 -1.749
C -4.65035 -7.50193 -2.39756 -0.177 0.850 2.081
C -5.85510 -6.59223 -1.90121 1.292 0.256 -2.484
N -5.37175 -5.17190 -1.51902 1.543 0.257 1.732
C -4.40092 -5.51649 -0.36809 -0.385 1.271 0.764
C -6.50118 -4.28897 -0.95444 -1.172 0.191 0.349
C -6.51094 -2.87194 -1.61902 0.040 -1.486 -0.670
C -5.76170 -3.19843 -2.90841 0.435 0.210 -1.601
C -4.72301 -4.22527 -2.59966 1.097 -0.936 0.816
H -6.00242 -9.24333 -2.51677 0.097 0.054 1.024
H -4.26945 -9.62005 -2.63988 -0.094 0.177 -0.209
H -5.29632 -8.80077 -3.88871 0.657 -0.401 -0.427
H -4.04012 -7.05043 -3.17977 -0.136 0.392 0.187
H -4.01812 -7.71486 -1.53557 0.221 0.616 0.031
H -6.38091 -7.05098 -1.06384 0.094 0.327 0.006
H -6.51873 -6.44400 -2.75311 -0.315 -0.086 0.150
H -4.13490 -4.63610 0.21692 -0.248 0.427 -0.410
H -3.44064 -5.97018 -0.61329 -0.560 -0.150 -0.636
H -4.99764 -6.11561 0.31971 0.332 -0.333 -0.144
H -6.53405 -4.28879 0.13505 0.723 0.020 -0.007
H -7.44497 -4.78497 -1.18104 0.110 -0.100 -0.484
H -6.08553 -2.03000 -1.07291 0.312 -0.457 0.208
H -7.53343 -2.59377 -1.87444 -0.003 -0.074 0.228
H -5.25203 -2.33672 -3.33944 -0.075 0.107 0.059
H -6.33378 -3.62011 -3.73484 -0.838 0.292 0.288
H -3.83278 -3.70760 -2.24242 -0.134 -0.203 1.280
H -4.21950 -4.81505 -3.36564 -1.027 -0.225 -0.481
B -0.52703 0.57324 -2.42774 -0.233 0.427 1.954
F -0.37203 -0.76450 -2.34965 0.895 -2.703 0.238
F 0.58747 1.26333 -1.99869 2.196 0.616 -0.133
F -0.96022 0.90317 -3.61871 -0.488 1.170 -4.037
F -1.49280 0.96024 -1.54053 -2.242 0.526 2.162
```
Forces are in eV/Å.

Calculated values
Max |F|   4.23 eV/Å
Total charge   +3
HOMO energy   -0.5442 Eh
Frontier orbital gap   9.72 eV

Results of the Mulliken charge analysis, in e, for atoms 1 through 4:
1 C -1.38
2 C -0.63
3 N 0.37
4 C -1.01



Molecular formula: C25H48Cl3N4O3SSiSm
Method: DFT, the ωB97M-V functional and the def2-TZVPD basis

XYZ file:
```
86
Properties=species:S:1:pos:R:3:forces:R:3
C -3.51305 1.46639 -4.90052 -0.426 -0.082 -0.255
C -3.09279 1.80374 -3.49838 -0.417 0.174 0.405
H -3.93667 2.34922 -5.40873 0.132 -0.281 0.165
H -4.30391 0.69174 -4.89798 0.404 0.272 -0.162
H -2.65055 1.11798 -5.48781 -0.432 -0.008 0.142
C -3.89879 2.51052 -2.68619 0.822 -0.591 -0.280
C -5.28769 2.89629 -3.03670 -0.317 0.554 -0.144
H -3.54939 2.85694 -1.71979 0.008 -0.227 -0.181
H -5.98195 2.04798 -3.12299 0.225 0.138 0.037
H -5.29208 3.42906 -3.99148 -0.213 -0.029 -0.052
H -5.66057 3.58799 -2.27686 -0.208 -0.120 -0.154
Sm 0.51715 -1.87385 1.20130 0.186 -1.306 0.184
Cl 2.26099 -2.16951 -0.77805 0.278 -0.379 0.139
Cl -0.77670 -4.06836 0.72556 -0.135 -0.146 -0.044
H 3.04689 -5.60563 3.34885 -0.127 0.124 -0.233
H 5.29362 -4.92013 0.66842 -0.173 -0.129 -0.102
C 2.64873 -5.47288 2.33411 -0.358 0.015 -0.096
C 4.21968 -4.92530 0.44036 0.596 0.334 0.017
N 3.44323 -4.48535 1.59992 -0.181 0.316 0.707
H 1.59275 -5.18232 2.37627 0.223 -0.090 -0.029
C 3.35147 -3.20010 1.90963 -1.487 0.617 -0.506
O 2.33204 -2.67066 2.48498 1.763 -0.962 0.184
H 4.02069 -4.24718 -0.40124 -0.019 -0.302 0.215
H 4.17423 -2.54554 1.57661 -0.331 -0.276 -0.121
H 2.74364 -6.41529 1.79912 -0.169 0.024 0.131
H 3.90076 -5.94307 0.19845 0.141 0.332 -0.054
H -3.83851 -0.54218 -0.07270 0.073 -0.100 0.208
H -4.08796 1.90030 1.01425 0.085 -0.138 0.125
C -3.92533 -0.86451 0.97482 -0.006 0.072 -0.352
C -4.00260 1.40788 1.98967 0.075 -0.162 0.155
N -3.31900 0.12395 1.85837 0.091 -0.189 0.220
H -3.43186 -1.83216 1.10340 -0.087 0.234 -0.030
C -2.17111 -0.12917 2.48863 0.472 -0.540 -0.748
O -1.44885 -1.13296 2.26447 -1.199 0.948 0.654
H -3.42336 2.04741 2.65445 -0.074 0.018 -0.018
H -1.88434 0.63777 3.21852 0.155 -0.111 -0.087
H -4.99368 -0.94484 1.20497 0.196 -0.031 0.074
H -5.01001 1.28003 2.39743 0.130 -0.083 -0.017
O -1.91093 -0.20108 -2.84505 -0.241 2.210 1.025
C -1.75579 1.20816 -3.10081 0.696 -0.229 0.137
C -1.72348 2.06309 -0.70824 -0.010 0.600 0.313
C -1.09852 1.97059 -1.95583 0.064 -0.225 0.250
H -2.58068 1.41347 -0.49781 0.346 0.325 -0.127
C -1.29330 2.99976 0.24797 0.075 -0.519 -0.047
H -1.07828 1.29561 -3.95803 -0.020 0.093 -0.014
C 0.09305 2.67901 -2.16335 -0.551 0.164 0.179
H -1.85602 3.13592 1.18447 0.387 -0.190 -0.451
C -0.11571 3.72244 0.03793 -0.425 0.151 -0.470
C 0.55733 3.56532 -1.18406 0.175 -0.089 0.349
H 0.63052 2.53634 -3.10627 -0.155 0.223 0.329
H 0.23251 4.42669 0.81153 -0.116 -0.412 -0.562
H 1.46484 4.14625 -1.35973 -0.184 -0.251 -0.008
Si -1.93394 -1.68788 -3.43634 -0.134 -1.855 -0.898
Cl 0.56793 0.38016 0.38588 -0.110 1.296 -1.501
C -3.11793 -2.68043 -2.36345 -0.108 0.009 -0.024
C -0.26323 -2.51540 -3.30134 0.250 0.152 0.091
C -2.56672 -1.75341 -5.22916 0.126 0.057 0.089
H -3.14854 -2.23246 -1.36030 -0.060 -0.211 -0.234
H -2.79609 -3.72627 -2.24886 -0.011 0.306 -0.049
H -4.12722 -2.69012 -2.79646 0.092 0.084 0.216
H -3.58146 -1.33731 -5.30324 0.249 -0.205 -0.020
H -2.58926 -2.79873 -5.58378 0.001 0.344 0.173
H -1.92279 -1.18532 -5.91797 -0.138 -0.156 0.145
H 0.54280 -1.77145 -3.32249 -0.047 -0.170 -0.028
H -0.05959 -3.26420 -4.07955 -0.167 0.189 0.109
H -0.18812 -3.02567 -2.32974 0.026 0.130 -0.210
C 4.43443 4.52681 3.31113 0.081 -0.130 0.145
C 3.72839 3.22867 3.66616 -0.223 -0.099 -0.046
N 3.43109 2.41702 2.46475 0.191 0.962 -0.251
C 2.63823 1.30597 2.75690 -1.378 -0.820 0.914
S 0.98193 1.33897 3.10602 1.229 0.362 0.410
N 3.31037 0.15541 2.85229 0.197 -0.162 0.188
C 4.77056 0.03977 2.89385 -0.234 0.097 -0.422
C 5.21001 -0.91032 3.99563 0.095 0.119 0.153
H 5.28048 4.36029 2.63863 -0.098 -0.022 0.058
H 4.81702 4.95840 4.24113 -0.057 0.144 -0.198
H 3.74592 5.24091 2.84616 0.120 -0.110 0.055
H 4.36131 2.60395 4.31115 -0.079 0.196 -0.012
H 2.80439 3.45578 4.23113 0.268 -0.175 -0.189
H 2.99364 2.98409 1.74020 -0.155 -0.102 0.317
H 2.76790 -0.67790 3.07944 0.272 0.330 -0.002
H 5.12999 -0.31263 1.91243 -0.003 0.169 0.246
H 5.15510 1.05357 3.05556 0.101 -0.460 -0.149
H 4.80542 -1.92103 3.85633 0.095 0.214 0.051
H 6.30429 -0.96554 3.99679 -0.184 -0.099 0.049
H 4.88305 -0.53942 4.97524 0.052 -0.130 -0.180
```
Forces are in eV/Å.

Calculated values
Max |F|   2.45 eV/Å
HOMO energy (alpha / beta)   -0.2771 / -0.2774 Eh
2S+1   6
Frontier orbital gap (alpha / beta)   7.97 / 7.99 eV
⟨S²⟩   8.76

Results of the Mulliken charge analysis, in e, for atoms 1 through 4:
1 C -1.84
2 C 0.67
3 H 0.46
4 H 0.21



Asked for energy above the lowest of the compared OMol25 structures with the same formula, charge and spin across the records above, the calculation gives 43.3; 14.5; 100.3; 4.9 kcal/mol in order.
Asked for total energy across the records above, the calculation gives -286.56272; -998.75123; -1981.40852; -4152.59381 Eh in order.